[1]
# C42H85Cl23IN4OP2

12 unconnected molecules or ions with the total composition C42H85Cl23IN4OP2 (ωB97M-V/def2-TZVPD, OMol25).

Element x y z (Å)
C1 2.00901 5.02658 -1.10479
C2 1.75827 4.62521 0.35137
P1 1.21940 2.90353 0.73241
C3 2.80682 2.09823 1.20924
C4 3.33891 1.06381 0.24044
C5 0.62737 2.04291 -0.81441
C6 -0.67018 2.41019 -1.44283
P2 -1.10398 4.13472 -1.98090
C7 -2.74561 3.86571 -2.75644
C8 -3.87835 3.63353 -1.74717
C9 -1.51457 5.17119 -0.51209
C10 -1.82037 4.50687 0.83484
N1 -0.75774 1.35489 -2.47194
C11 -0.33042 1.62377 -3.83971
C12 1.13161 1.94004 -4.03874
C13 2.07174 0.75605 -3.90761
Cl1 1.25513 2.56825 -5.71763
C14 -0.32084 0.25102 -1.80577
N2 -0.68380 -0.93696 -2.24737
O1 -1.53019 -0.98068 -3.32400
C15 -0.29095 -2.24447 -1.67279
C16 -0.82915 -3.39618 -2.45810
C17 0.15019 -4.22684 -3.20112
N3 -2.05103 -3.60806 -2.40758
N4 0.43060 0.53834 -0.73757
C18 0.13462 -0.04863 0.57691
C19 -1.32166 0.01582 1.03021
C20 -1.61231 -1.15178 1.94563
I1 -3.69451 -1.62578 1.92012
H1 1.25922 5.67603 -1.50112
H2 2.93016 5.57598 -1.14274
H3 2.15092 4.17057 -1.73641
H4 1.07468 5.27718 0.85481
H5 2.69087 4.72725 0.86802
H6 3.55298 2.86078 1.30383
H7 2.71386 1.65477 2.18244
H8 4.39687 0.98991 0.40355
H9 2.95703 0.08061 0.42742
H10 3.21790 1.31939 -0.79487
H11 1.46556 2.11062 -1.48555
H12 -1.42492 2.11035 -0.72995
H13 -2.95740 4.73904 -3.34618
H14 -2.73908 2.99784 -3.39129
H15 -4.63473 3.04259 -2.22855
H16 -3.51169 3.02710 -0.93841
H17 -4.30348 4.55048 -1.39513
H18 -2.40589 5.68682 -0.80901
H19 -0.77146 5.93326 -0.43712
H20 -2.88402 4.47630 0.96548
H21 -1.43737 5.10598 1.63346
H22 -1.46891 3.50012 0.92614
H23 -0.88425 2.45575 -4.21499
H24 -0.58031 0.81621 -4.49566
H25 1.46902 2.75241 -3.43901
H26 1.66157 -0.06129 -3.33111
H27 2.97896 1.07252 -3.43755
H28 2.30737 0.37048 -4.87768
H29 -0.97083 -1.02201 -4.11269
H30 -0.73589 -2.32497 -0.70394
H31 0.77987 -2.28735 -1.57828
H32 1.03419 -3.67787 -3.47727
H33 0.47093 -5.00457 -2.53536
H34 -0.28787 -4.64572 -4.08670
H35 -2.30548 -4.42229 -2.95957
H36 0.75641 0.36858 1.33898
H37 0.41094 -1.07963 0.55348
H38 -2.02590 0.04838 0.21717
H39 -1.45317 0.90404 1.62714
H40 -1.30874 -0.93697 2.94798
H41 -1.11502 -2.05533 1.64569
Cl2 -3.86307 6.87029 -3.07809
C21 -3.23978 8.54545 -2.99252
C22 -1.88584 8.69061 -3.63296
Cl3 -0.60361 7.83942 -2.73260
H42 -3.22324 8.83526 -1.94533
H43 -3.95284 9.17915 -3.51525
H44 -1.61621 9.74430 -3.65452
H45 -1.87721 8.30856 -4.64965
Cl4 -4.29425 11.25533 -0.45303
C23 -4.67230 10.33558 1.02815
C24 -3.45794 10.12880 1.89274
Cl5 -2.27722 9.03520 1.12367
H46 -5.11121 9.38799 0.72933
H47 -5.41871 10.90589 1.57673
H48 -3.75270 9.67206 2.83507
H49 -2.95319 11.06638 2.10504
Cl6 5.20812 2.94878 -2.42375
C25 6.41483 1.87342 -3.19276
C26 5.81213 0.56747 -3.62282
Cl7 5.33272 -0.44607 -2.23046
H50 7.22916 1.72617 -2.48882
H51 6.79019 2.39687 -4.07194
H52 6.53651 -0.00708 -4.19695
H53 4.93013 0.72354 -4.23758
Cl8 -0.99701 -6.44172 2.42659
C27 -0.42117 -7.00741 0.83810
C28 0.94470 -6.47430 0.51300
Cl9 0.87021 -4.69119 0.26978
H54 -1.15427 -6.71050 0.09285
H55 -0.38554 -8.09393 0.87453
H56 1.29658 -6.95276 -0.40781
H57 1.65483 -6.67523 1.31001
Cl10 3.78661 -5.42600 -4.34684
C29 4.03354 -5.77533 -2.61342
C30 3.96424 -7.23758 -2.31524
Cl11 2.31985 -7.90145 -2.51696
H58 3.29316 -5.21455 -2.04714
H59 5.01856 -5.40874 -2.35601
H60 4.25075 -7.41386 -1.28043
H61 4.63077 -7.80478 -2.95563
Cl12 -1.08069 -6.55925 6.47578
C31 -2.78068 -6.39122 5.96770
C32 -3.49955 -5.31536 6.73602
Cl13 -3.72715 -5.75070 8.45038
H62 -3.26264 -7.35672 6.09018
H63 -2.77490 -6.13978 4.90863
H64 -4.48999 -5.16235 6.31182
H65 -2.96003 -4.37349 6.70181
Cl14 4.05392 6.92783 3.38790
C33 5.39018 7.61700 2.42949
C34 5.19769 7.38474 0.95624
Cl15 5.35006 5.65830 0.53052
H66 6.31883 7.17911 2.78305
H67 5.41121 8.68596 2.63044
H68 5.95911 7.91939 0.39255
H69 4.21982 7.72534 0.62697
Cl16 8.83740 4.73101 -5.25399
C35 8.27021 4.60339 -6.93899
C36 6.78481 4.38265 -7.01114
Cl17 6.32932 2.77474 -6.38047
H70 8.81611 3.79540 -7.41691
H71 8.52436 5.53655 -7.43695
H72 6.45108 4.42753 -8.04544
H73 6.24198 5.12898 -6.43902
Cl18 -9.97521 -6.80232 9.38235
C37 -8.34873 -6.11179 9.13913
C38 -7.34156 -6.67545 10.10361
Cl19 -7.65076 -6.15248 11.77828
H74 -8.42682 -5.03261 9.23175
H75 -8.05245 -6.35133 8.11974
H76 -6.34658 -6.32419 9.83875
H77 -7.34022 -7.76166 10.08777
Cl20 -14.12574 -11.40843 10.49867
C39 -13.20161 -9.89297 10.66380
C40 -11.83380 -9.98865 10.04452
Cl21 -10.76303 -11.09784 10.93931
H78 -13.14078 -9.65130 11.72077
H79 -13.77386 -9.11541 10.16172
H80 -11.35661 -9.01149 10.05761
H81 -11.88779 -10.33521 9.01655
Cl22 7.94439 -5.91939 -3.13184
C41 8.70028 -7.41050 -3.75783
C42 7.68270 -8.48835 -4.00791
Cl23 6.97335 -9.10021 -2.48936
H82 9.45249 -7.73042 -3.04323
H83 9.19527 -7.15108 -4.69117
H84 8.15399 -9.33489 -4.50211
H85 6.87146 -8.12980 -4.63646

Output
- Energy above the lowest of the compared OMol25 structures with the same formula, charge and spin: 16.33 kcal/mol
- Spin multiplicity: 1
- Maximum force: 2.463 eV/Å
- LUMO level: -1.74 eV
- Calculated total energy: -367628.9048 eV
- Total charge: +1

---

[2]
# C42H87FN23O14

11 unconnected molecules or ions with the total composition C42H87FN23O14 (ωB97M-V/def2-TZVPD, OMol25).

Element x y z (Å)
C1 0.82272 -2.92044 5.18121
C2 0.01001 -1.69156 4.85701
C3 -1.32554 -1.61196 5.21054
C4 -2.00275 -0.46590 4.86883
C5 -1.42861 0.59319 4.18440
C6 -2.31833 1.80439 3.90228
C7 -1.60123 3.16450 3.98243
C8 -3.13007 1.68481 2.59717
C9 -0.10398 0.48360 3.81595
O1 0.50355 1.50004 3.09724
C10 1.59055 1.07480 2.32033
C11 1.22457 0.05178 1.21608
C12 2.24450 -0.13674 0.10572
C13 3.62145 -0.58518 0.54297
C14 4.46880 0.66187 0.95002
C15 5.45292 1.15967 -0.17246
C16 4.89631 2.45447 -0.71142
O2 4.23934 2.53869 -1.73841
O3 5.15759 3.60037 -0.00080
N1 1.83845 0.08892 -1.09212
C17 2.72241 -0.13789 -2.25622
C18 2.30207 0.56775 -3.54359
C19 1.00835 -0.02016 -4.16485
N2 1.33958 -1.00746 -5.20191
C20 0.16839 -1.85216 -5.54674
C21 -1.16233 -1.14262 -5.40204
C22 -1.60820 -0.23226 -6.33926
C23 -2.79963 0.42231 -6.16042
C24 -3.58873 0.21382 -5.05276
C25 -3.15917 -0.70302 -4.11669
C26 -1.96299 -1.35797 -4.30124
O4 -1.54160 -2.26799 -3.33550
C27 0.43616 0.57423 -1.07027
C28 0.55778 2.12412 -1.18197
N3 -0.59173 2.65516 -1.92457
C29 -0.06218 0.29724 0.37668
C30 -1.26161 -0.67569 0.51553
C31 -0.97930 -1.98264 1.25708
F1 -2.15090 -2.73727 1.24695
C32 0.58289 -0.65483 4.18486
H1 1.88156 -2.67986 5.30403
H2 0.73162 -3.64841 4.36358
H3 0.41058 -3.40925 6.06693
H4 -1.79642 -2.44702 5.72153
H5 -3.05432 -0.39612 5.14524
H6 -3.07184 1.81871 4.69923
H7 -2.28874 3.97042 4.23032
H8 -1.01769 3.39120 3.08519
H9 -0.87394 3.09860 4.80530
H10 -3.87931 2.48168 2.61892
H11 -3.68157 0.73743 2.55239
H12 -2.51480 1.86016 1.70484
H13 2.43556 0.71305 2.91791
H14 1.97040 1.97863 1.82311
H15 1.33830 -0.92336 1.71600
H16 4.15792 -1.10781 -0.25138
H17 3.55194 -1.23302 1.41996
H18 3.83812 1.52617 1.18058
H19 5.03285 0.46651 1.86379
H20 6.38167 1.42583 0.34035
H21 5.60894 0.43448 -0.96654
H22 5.16964 4.28430 -0.68915
H23 3.76077 0.09102 -2.03951
H24 2.68699 -1.21755 -2.46764
H25 3.09506 0.36427 -4.27629
H26 2.23773 1.65357 -3.47278
H27 0.44263 0.82458 -4.56116
H28 0.46382 -0.54321 -3.36494
H29 1.96978 -1.65604 -4.73126
H30 0.15239 -2.79618 -4.99510
H31 0.28108 -2.10638 -6.60850
H32 -1.04272 0.00976 -7.23413
H33 -3.15322 1.16153 -6.87457
H34 -4.51873 0.74629 -4.89012
H35 -3.74409 -0.88346 -3.21581
H36 -2.35552 -2.59071 -2.92999
H37 -0.31575 0.07923 -1.67888
H38 0.70527 2.59782 -0.19937
H39 1.44583 2.39379 -1.76452
H40 -0.37134 3.58554 -2.25920
H41 -1.41658 2.70030 -1.33364
H42 -0.46243 1.21893 0.81867
H43 -1.69977 -0.94366 -0.45733
H44 -2.06171 -0.17789 1.06285
H45 -0.15598 -2.55878 0.82109
H46 -0.77116 -1.73874 2.30511
H47 1.63875 -0.76099 3.93938
C33 2.96059 7.31814 0.64226
O5 2.11463 8.19166 0.57355
N4 4.28658 7.59023 0.81064
N5 2.64380 5.98945 0.55640
H48 4.99661 6.88608 0.87294
H49 4.55090 8.55613 0.87837
H50 1.67542 5.76020 0.43573
H51 3.31841 5.24891 0.61121
C34 2.49212 -4.79932 -6.20375
O6 2.64491 -3.75884 -5.57016
N6 1.61520 -4.89938 -7.24825
N7 3.17515 -5.93468 -5.92947
H52 1.48618 -5.74186 -7.78012
H53 1.08690 -4.08136 -7.48718
H54 3.83215 -5.90641 -5.17100
H55 3.06107 -6.79021 -6.44531
C35 2.02804 -8.94425 -3.94030
O7 3.04974 -8.34808 -3.64804
N8 1.80702 -10.24307 -3.57780
N9 1.01879 -8.36223 -4.65577
H56 0.97509 -10.75161 -3.80789
H57 2.52839 -10.70037 -3.05208
H58 1.15119 -7.40714 -4.93767
H59 0.17052 -8.83211 -4.90769
C36 4.97324 -1.59298 5.14532
O8 4.40095 -1.34651 4.09063
N10 5.26193 -0.62835 6.06312
N11 5.36435 -2.85262 5.48383
H60 5.72790 -0.80896 6.93196
H61 4.98539 0.31073 5.84545
H62 5.16578 -3.58672 4.82951
H63 5.83258 -3.07831 6.34082
C37 -4.97731 5.28271 4.02325
O9 -4.56399 4.13608 3.91970
N12 -5.66454 5.70967 5.12543
N13 -4.78898 6.22203 3.05715
H64 -6.01372 6.64214 5.23596
H65 -5.82077 5.04070 5.85616
H66 -4.28652 5.94361 2.22754
H67 -5.12359 7.16359 3.13013
C38 -4.30113 5.14296 -0.90981
O10 -4.35029 5.11164 0.30787
N14 -5.41059 5.01115 -1.68984
N15 -3.12671 5.31397 -1.59232
H68 -5.39341 5.03499 -2.69148
H69 -6.28822 4.88517 -1.21964
H70 -2.29248 5.41915 -1.04602
H71 -3.06290 5.34478 -2.59229
C39 -0.29954 11.07007 2.67770
O11 -0.70970 11.95445 3.40708
N16 -0.46009 9.74119 2.96584
N17 0.35834 11.32002 1.50778
H72 -0.12445 9.00173 2.37653
H73 -0.93760 9.51195 3.81694
H74 0.50191 12.27988 1.25660
H75 0.70094 10.59670 0.90097
C40 4.16946 -6.84302 -9.49547
O12 3.50147 -7.22132 -8.54392
N18 4.54051 -5.54063 -9.64982
N19 4.59424 -7.69192 -10.47271
H76 5.08756 -5.20540 -10.41947
H77 4.24176 -4.89199 -8.94358
H78 4.33658 -8.65753 -10.38531
H79 5.14261 -7.40367 -11.26021
C41 -5.86331 -2.23875 3.87155
O13 -5.85495 -2.25565 5.09485
N20 -7.00680 -2.38140 3.14065
N21 -4.71970 -2.07580 3.15581
H80 -7.03112 -2.37019 2.13935
H81 -7.86360 -2.50183 3.64814
H82 -3.87134 -1.97284 3.68399
H83 -4.67748 -2.05487 2.15483
C42 -4.82093 -5.44571 7.12110
O14 -3.74226 -4.93084 7.37098
N22 -5.12882 -6.72148 7.51927
N23 -5.80093 -4.80084 6.42957
H84 -6.00507 -7.16697 7.32788
H85 -4.42793 -7.22344 8.03097
H86 -5.60834 -3.85632 6.12124
H87 -6.68894 -5.21144 6.21528

Output
- Spin multiplicity: 1
- Maximum force: 2.602 eV/Å
- LUMO level: -2.48 eV
- Calculated total energy: -110625.3597 eV
- Total charge: +1

---

[3]
# C42H90I2N4O14P

5 unconnected molecules or ions with the total composition C42H90I2N4O14P (ωB97M-V/def2-TZVPD, OMol25).

Element x y z (Å)
C1 -1.65941 -1.34749 1.45888
C2 -1.40537 -2.10769 -0.00350
C3 -0.74298 -1.02902 -1.04948
I1 1.36619 -0.50390 -0.53996
C4 -0.99268 -1.31606 -2.63003
C5 -1.85303 -0.23902 -3.51301
C6 -2.60826 1.16606 -3.08517
C7 -4.09570 0.69985 -2.47898
C8 -5.12306 0.14761 -3.63051
C9 -6.41031 -0.71122 -3.03069
N1 -7.70954 0.10501 -3.00109
C10 -8.92882 -0.79989 -2.89805
C11 -10.14908 -0.49382 -1.79587
O1 -9.14334 -1.88192 -3.69066
N2 -1.89631 -0.72323 -4.97625
C12 -2.52692 -0.06068 -6.18498
C13 -1.50861 1.15773 -6.66427
C14 0.01135 1.02947 -6.06111
O2 0.94545 1.90521 -6.83220
C15 -1.12699 -2.05479 -4.98102
P1 -0.90882 -3.03568 -6.63883
N3 -0.30751 -2.04814 -7.78957
N4 -0.60313 -2.41547 -3.57489
C16 0.19654 -3.64623 -3.25570
I2 -0.88198 -5.12142 -1.97386
C17 1.75032 -3.40540 -2.79429
C18 2.12751 -4.01459 -1.30771
H1 -0.70351 -0.71307 1.78747
H2 -2.55363 -0.59242 1.43910
H3 -1.80615 -2.14839 2.32384
H4 -0.67351 -2.99082 0.22585
H5 -2.45529 -2.49147 -0.42492
H6 -1.31719 -0.00367 -0.82272
H7 -2.04586 1.73144 -2.22517
H8 -2.76037 1.86705 -4.01977
H9 -3.88446 -0.19442 -1.71918
H10 -4.58974 1.56442 -1.82479
H11 -5.53952 1.06689 -4.25530
H12 -4.53713 -0.59018 -4.32458
H13 -6.54679 -1.63966 -3.76240
H14 -6.22979 -1.14164 -1.95731
H15 -7.79645 0.67013 -3.88661
H16 -10.80171 0.44983 -2.11721
H17 -10.90958 -1.40425 -1.75166
H18 -9.71041 -0.37832 -0.71651
H19 -2.65065 -0.76275 -7.11303
H20 -3.56605 0.44255 -5.98597
H21 -1.45567 1.25891 -7.82965
H22 -1.97656 2.15165 -6.22601
H23 0.46748 -0.05377 -6.09250
H24 0.06842 1.38130 -4.93892
H25 1.46163 2.46845 -6.16932
H26 -2.14747 -3.61861 -7.11308
H27 0.09386 -4.09472 -6.46443
H28 -0.98980 -2.05363 -8.57965
H29 0.27405 -4.23627 -4.29421
H30 2.46683 -3.98807 -3.55278
H31 2.00926 -2.27421 -2.93917
H32 1.47354 -3.60409 -0.43036
H33 3.26616 -3.71035 -1.11680
H34 2.13896 -5.19380 -1.39693
C19 -7.07535 2.56894 4.67685
O3 -8.42060 2.12489 4.60282
C20 -9.08945 2.62084 3.44322
C21 -10.30892 1.75064 3.11777
O4 -9.96294 0.54367 2.42459
C22 -9.33538 -0.47201 3.21964
C23 -10.30830 -1.16236 4.18032
O5 -10.49016 -0.36962 5.35430
C24 -11.66688 -0.72494 6.06420
H35 -7.03185 3.66100 4.71932
H36 -6.62765 2.15922 5.58578
H37 -6.50707 2.19903 3.81678
H38 -8.41136 2.63648 2.58415
H39 -9.41962 3.64220 3.66439
H40 -10.94576 2.30894 2.42414
H41 -10.91198 1.53863 4.00272
H42 -8.45632 -0.08274 3.73332
H43 -8.98025 -1.22021 2.50337
H44 -9.89167 -2.12600 4.49403
H45 -11.26769 -1.32684 3.67747
H46 -12.55026 -0.55001 5.44507
H47 -11.73654 -0.09182 6.95156
H48 -11.62440 -1.77225 6.37780
C25 6.28397 -2.30745 4.36117
O6 4.93873 -2.75150 4.28714
C26 4.26987 -2.25555 3.12754
C27 3.05040 -3.12576 2.80209
O7 3.39638 -4.33273 2.10891
C28 4.02394 -5.34840 2.90396
C29 3.05102 -6.03876 3.86464
O8 2.86917 -5.24601 5.03862
C30 1.69244 -5.60134 5.74853
H49 6.32747 -1.21539 4.40364
H50 6.73167 -2.71717 5.27010
H51 6.85226 -2.67737 3.50110
H52 4.94796 -2.23991 2.26847
H53 3.93970 -1.23420 3.34871
H54 2.41356 -2.56746 2.10846
H55 2.44734 -3.33777 3.68704
H56 4.90301 -4.95914 3.41765
H57 4.37907 -6.09661 2.18769
H58 3.46765 -7.00240 4.17835
H59 2.09163 -6.20323 3.36179
H60 0.80906 -5.42640 5.12939
H61 1.62278 -4.96821 6.63588
H62 1.73492 -6.64864 6.06213
C31 12.88397 0.57760 8.81631
O9 11.53873 0.13355 8.74228
C32 10.86987 0.62950 7.58268
C33 9.65040 -0.24071 7.25724
O10 9.99638 -1.44768 6.56405
C34 10.62394 -2.46335 7.35910
C35 9.65102 -3.15371 8.31978
O11 9.46917 -2.36096 9.49376
C36 8.29244 -2.71629 10.20367
H63 12.92747 1.66966 8.85878
H64 13.33167 0.16787 9.72524
H65 13.45226 0.20768 7.95624
H66 11.54796 0.64514 6.72361
H67 10.53970 1.65085 7.80385
H68 9.01356 0.31759 6.56360
H69 9.04734 -0.45272 8.14219
H70 11.50301 -2.07409 7.87279
H71 10.97907 -3.21156 6.64283
H72 10.06765 -4.11735 8.63349
H73 8.69163 -3.31819 7.81693
H74 7.40906 -2.54136 9.58453
H75 8.22278 -2.08317 11.09102
H76 8.33492 -3.76360 10.51727
C37 2.76760 9.14382 -5.33119
O12 2.04056 8.56378 -6.40232
C38 2.09651 9.35990 -7.58599
C39 1.77036 8.50769 -8.81791
O13 2.88707 7.72800 -9.26741
C40 3.21957 6.59267 -8.45625
C41 2.21252 5.44682 -8.59391
O14 1.07175 5.68932 -7.76954
C42 -0.04976 4.91404 -8.16458
H77 2.36310 10.12836 -5.07950
H78 2.67818 8.48906 -4.46070
H79 3.82791 9.22419 -5.59348
H80 3.08845 9.80760 -7.70297
H81 1.34865 10.15459 -7.48468
H82 1.54070 9.18617 -9.64574
H83 0.88849 7.88264 -8.66498
H84 3.37335 6.88291 -7.41688
H85 4.18498 6.24094 -8.83473
H86 2.67239 4.51203 -8.25439
H87 1.91192 5.34488 -9.64252
H88 -0.35339 5.17740 -9.18082
H89 -0.87742 5.13851 -7.48805
H90 0.18047 3.84631 -8.10181

Output
- Spin multiplicity: 1
- Maximum force: 8.457 eV/Å
- LUMO level: -4.31 eV
- Calculated total energy: -105102.5067 eV
- Total charge: +1